{"formula": "C17H33FO12P3", "method": "ωB97M-V/def2-TZVPD", "charge": -1, "homo_ev": -5.113, "largest_force_ev_per_a": 8.56, "species": ["O", "C", "O", "C", "C", "C", "P", "F", "O", "C", "O", "C", "C", "C", "C", "C", "C", "H", "H", "H", "H", "H", "H", "H", "H", "H", "H", "H", "H", "H", "H", "H", "C", "O", "P", "O", "O", "C", "O", "C", "H", "H", "H", "H", "H", "H", "H", "H", "H", "C", "O", "P", "O", "O", "C", "O", "C", "H", "H", "H", "H", "H", "H", "H", "H", "H"], "positions_angstrom": [[7.83055, 1.27300, -0.19953], [7.17422, 1.33165, 0.81359], [7.78078, 1.72161, 1.96862], [5.70059, 1.04155, 0.89846], [5.37513, -0.46794, 0.75340], [3.85235, -0.62896, 0.56854], [2.92922, -1.23447, 2.11244], [3.14683, 0.34253, 2.82482], [1.40579, -0.59003, 1.35760], [0.28637, -1.22184, 1.60893], [0.13929, -2.39636, 1.87405], [-0.96125, -0.33121, 1.50238], [-2.23507, -0.91050, 1.53119], [-3.33706, -0.07720, 1.39297], [-3.16894, 1.29532, 1.22483], [-1.90861, 1.87825, 1.22688], [-0.79726, 1.03940, 1.35935], [8.63960, 2.09120, 1.72236], [5.26975, 1.40914, 1.83208], [5.22946, 1.53051, 0.04187], [5.78007, -1.03480, 1.59765], [5.88069, -0.84036, -0.14789], [3.63459, -1.27793, -0.28798], [3.44476, 0.35511, 0.29835], [2.23328, -1.60464, 3.30627], [4.16292, -1.65223, 2.75782], [2.78064, -2.53266, 1.52380], [-2.33898, -1.98262, 1.65436], [-4.33394, -0.51048, 1.41308], [-4.06720, 1.89360, 1.09232], [-1.78366, 2.94767, 1.08919], [0.19194, 1.48389, 1.34800], [-2.29629, 6.86914, -2.33834], [-1.45296, 5.93941, -3.00855], [-0.40397, 5.05997, -2.04229], [-1.27153, 4.97459, -0.82661], [0.63150, 6.34536, -1.97903], [0.80417, 7.25791, -3.06491], [0.79982, 4.08479, -1.40514], [1.78526, 3.53606, -2.30189], [-2.68461, 7.54687, -3.10060], [-3.12916, 6.35682, -1.86292], [-1.74095, 7.44294, -1.59607], [0.20514, 8.15251, -2.88984], [0.53582, 6.82405, -4.02418], [1.85376, 7.55128, -3.09342], [2.35905, 4.33610, -2.77829], [1.31195, 2.91547, -3.06308], [2.46004, 2.91608, -1.71730], [-2.00053, -4.43762, -0.38215], [-2.57547, -5.75318, -0.33628], [-4.06204, -5.92745, -1.00651], [-4.04928, -5.00515, -2.16518], [-4.85893, -5.32153, 0.29373], [-4.32202, -5.35668, 1.62110], [-5.37629, -6.86598, -1.41755], [-5.54364, -8.10832, -0.71426], [-1.17678, -4.40330, 0.33023], [-1.60779, -4.24137, -1.37653], [-2.73115, -3.67444, -0.11770], [-3.87267, -4.39268, 1.85955], [-3.58411, -6.14280, 1.75287], [-5.14735, -5.52810, 2.31254], [-5.69386, -7.92829, 0.35386], [-4.67834, -8.75697, -0.86012], [-6.42362, -8.60569, -1.11493]], "forces_ev_per_a": [[-0.126, -0.021, -0.132], [0.366, 0.226, -0.233], [-0.642, 0.156, 0.225], [0.209, -0.533, 0.337], [-0.094, 0.323, -0.638], [-0.014, 0.530, 0.117], [1.791, -0.641, 0.512], [-0.145, -0.061, -0.246], [-0.746, -0.299, 0.273], [-0.752, 0.651, -0.378], [0.114, -0.412, 0.097], [0.752, -0.383, -0.064], [0.269, 0.616, -0.046], [0.101, -0.278, 0.023], [-0.428, 0.091, 0.050], [0.031, -0.541, -0.081], [-0.407, 0.623, -0.038], [0.077, -0.310, -0.110], [0.021, 0.027, -0.138], [0.167, 0.160, 0.158], [-0.237, 0.059, 0.035], [0.062, 0.116, 0.166], [-0.021, -0.159, 0.310], [-0.020, -0.181, 0.054], [-0.381, 0.264, -0.359], [-0.020, 0.005, -0.151], [-0.306, 0.003, 0.109], [0.104, 0.097, 0.023], [0.066, 0.133, -0.057], [0.187, 0.105, 0.038], [-0.010, -0.112, -0.006], [-0.002, -0.293, 0.028], [-0.426, 0.005, 0.277], [1.089, -2.137, -2.442], [-1.025, 4.753, 7.042], [-0.069, -0.757, -0.786], [0.525, -0.543, -1.172], [0.137, 0.168, 0.233], [-0.644, -1.291, -3.340], [0.269, 0.088, 0.107], [0.131, -0.132, -0.153], [0.091, 0.001, 0.125], [0.013, -0.121, 0.057], [-0.072, -0.006, -0.098], [-0.047, 0.047, -0.013], [0.014, -0.070, 0.097], [-0.011, 0.003, 0.018], [0.079, -0.081, 0.040], [-0.084, 0.029, 0.098], [0.419, 0.562, -0.340], [-0.632, -3.202, -0.116], [-2.134, 6.299, -0.370], [0.189, -0.835, 0.066], [0.332, -0.916, 0.227], [-0.226, 0.267, 0.065], [2.648, -1.874, 0.554], [-0.183, 0.055, 0.132], [-0.124, -0.256, 0.100], [-0.159, 0.035, -0.039], [-0.086, -0.083, -0.101], [0.107, -0.038, 0.022], [0.057, 0.036, -0.011], [-0.073, 0.012, -0.101], [0.005, 0.001, -0.014], [-0.072, -0.072, 0.008], [-0.006, 0.094, -0.055]]}